1.
{
  "formula": "C21H30O6",
  "method": "ωB97M-V with the def2-TZVPD basis set",
  "relative_energy_kcal_mol": 3.6,
  "homo_ha": -0.29658,
  "e_lumo_ha": 0.030,
  "smiles": "C=CCc1cc(C)ccc1OCCOCCC(C(=O)OCC)C(=O)OCC",
  "homo_lumo_gap_ev": 8.88,
  "symbols": ["C", "C", "C", "C", "C", "C", "C", "C", "C", "C", "O", "C", "C", "O", "C", "C", "C", "C", "O", "O", "C", "C", "C", "O", "O", "C", "C", "H", "H", "H", "H", "H", "H", "H", "H", "H", "H", "H", "H", "H", "H", "H", "H", "H", "H", "H", "H", "H", "H", "H", "H", "H", "H", "H", "H", "H", "H"],
  "coordinates": [[3.27677, -2.98281, 5.64456], [2.73005, -2.12851, 4.80123], [3.50023, -1.15797, 3.95807], [3.26626, -1.45748, 2.50052], [4.15738, -2.23683, 1.78741], [3.95025, -2.55161, 0.44907], [4.94481, -3.39423, -0.29232], [2.80963, -2.06389, -0.16533], [1.89692, -1.28188, 0.52492], [2.11456, -0.97600, 1.86108], [1.26917, -0.23032, 2.64927], [0.18581, 0.43513, 2.05566], [0.62754, 1.67722, 1.27435], [-0.49400, 2.18586, 0.59408], [-0.19564, 3.21170, -0.32840], [-1.35367, 3.31234, -1.31259], [-1.48360, 2.01994, -2.12336], [-2.64664, 2.11587, -3.10300], [-3.28420, 3.10976, -3.31771], [-2.86035, 0.93646, -3.68384], [-3.92330, 0.86102, -4.63900], [-3.47835, 1.35607, -6.00709], [-1.72220, 0.82064, -1.20928], [-0.98666, -0.12665, -1.12240], [-2.88569, 0.94727, -0.58613], [-3.28503, -0.08578, 0.31593], [-4.78390, -0.29664, 0.18914], [2.68611, -3.67143, 6.22502], [4.34328, -3.02676, 5.79734], [1.65867, -2.10030, 4.65760], [4.56466, -1.22501, 4.18807], [3.14588, -0.14662, 4.17147], [5.04058, -2.60894, 2.28765], [5.91664, -2.90200, -0.31803], [4.61865, -3.57033, -1.31416], [5.07252, -4.35592, 0.20301], [2.61738, -2.29200, -1.20368], [1.02201, -0.93163, 0.00046], [-0.37867, -0.22157, 1.38571], [-0.46225, 0.73305, 2.88418], [1.41377, 1.39492, 0.55799], [1.04389, 2.43052, 1.96045], [-0.05413, 4.16621, 0.20017], [0.73561, 2.97440, -0.86448], [-1.19929, 4.15232, -1.98977], [-2.28023, 3.47466, -0.76212], [-0.56861, 1.82115, -2.69042], [-4.19632, -0.19549, -4.67169], [-4.76692, 1.45646, -4.27527], [-4.28509, 1.22273, -6.72199], [-3.22446, 2.41190, -5.95557], [-2.60839, 0.79769, -6.34399], [-2.73251, -0.99995, 0.07401], [-3.01770, 0.23724, 1.32765], [-5.10754, -1.05280, 0.89857], [-5.03468, -0.62357, -0.81685], [-5.30900, 0.63237, 0.39383]]
}

2.
{
  "formula": "C21H31B2F4HgN6O7S",
  "method": "ωB97M-V with the def2-TZVPD basis set",
  "relative_energy_kcal_mol": 32.3,
  "spin_multiplicity": 2,
  "homo_ha": [-0.31769, -0.31651],
  "e_lumo_ha": [-0.016, -0.110],
  "homo_lumo_gap_ev": [8.20, 5.62],
  "s_squared": 0.80,
  "symbols": ["Hg", "C", "C", "N", "O", "B", "F", "F", "O", "N", "C", "C", "C", "N", "O", "B", "F", "F", "O", "N", "C", "C", "C", "H", "H", "H", "H", "H", "H", "H", "H", "H", "H", "H", "H", "S", "C", "N", "C", "C", "C", "C", "C", "C", "H", "H", "H", "H", "H", "N", "C", "C", "O", "O", "H", "H", "H", "H", "H", "C", "C", "C", "O", "H", "H", "H", "H", "H", "H", "C", "H", "H", "H"],
  "coordinates": [[0.02407, -0.09796, -0.02059], [-3.28926, 1.12937, 3.77152], [-2.48198, 0.76664, 2.55668], [-1.29498, 1.19716, 2.35019], [-0.84337, 2.06945, 3.24831], [0.37494, 2.87373, 2.99661], [1.52392, 2.15627, 3.23882], [0.29175, 3.97283, 3.81420], [0.45383, 3.42354, 1.55698], [-0.40383, 3.04026, 0.67197], [-0.57828, 3.76572, -0.39198], [0.13878, 5.06129, -0.64221], [-1.50617, 3.21896, -1.35861], [-1.94051, 2.01958, -1.10065], [-2.67928, 1.45071, -2.00031], [-3.60119, 0.33051, -1.56236], [-3.98001, -0.32567, -2.71312], [-4.67473, 0.91831, -0.91415], [-2.95561, -0.71702, -0.70393], [-2.37423, -0.27490, 0.45599], [-3.10414, -0.00401, 1.46975], [-4.55051, -0.37335, 1.56930], [-1.94224, 3.99834, -2.56048], [-2.72836, 1.83856, 4.37277], [-3.50174, 0.24724, 4.37756], [-4.23867, 1.58298, 3.48522], [0.72509, 5.31226, 0.23688], [-0.56464, 5.86635, -0.85174], [0.80995, 4.95333, -1.49651], [-4.81696, -1.02687, 0.74427], [-5.17671, 0.51594, 1.50335], [-4.74399, -0.87019, 2.51940], [-1.20067, 4.73675, -2.84712], [-2.88316, 4.50332, -2.33036], [-2.13077, 3.31549, -3.38653], [1.90245, -3.51994, 2.96024], [0.77185, -2.61317, 2.03227], [1.15593, -1.44355, 1.65826], [2.44402, -1.17029, 2.07864], [3.17499, -0.01437, 1.81850], [4.43864, 0.10418, 2.35341], [4.99572, -0.91730, 3.12856], [4.30422, -2.08847, 3.36314], [3.02405, -2.20085, 2.83358], [-0.19672, -3.02787, 1.79342], [2.73955, 0.78326, 1.23268], [5.00636, 1.00836, 2.17920], [5.98694, -0.79513, 3.54464], [4.73233, -2.89263, 3.94602], [-3.12840, -3.21839, -2.55971], [-2.01523, -3.19518, -3.50562], [-0.73958, -2.69011, -2.82275], [0.28215, -2.47404, -3.41889], [-0.85236, -2.53237, -1.50265], [-3.84022, -3.87562, -2.84666], [-3.56509, -2.30256, -2.50672], [-1.78422, -2.77397, -1.28300], [-2.18295, -2.57679, -4.39070], [-1.80387, -4.20928, -3.84717], [3.57824, -3.20416, -2.67327], [3.55545, -2.46434, -1.36120], [4.63095, -1.41439, -1.18863], [2.72405, -2.67517, -0.51134], [4.56191, -3.64452, -2.84031], [3.37910, -2.49522, -3.48010], [2.81088, -3.97386, -2.69276], [5.54393, -1.67342, -1.72196], [4.84299, -1.26671, -0.13107], [4.25140, -0.47110, -1.58924], [1.14240, 0.28931, -1.79785], [2.02337, 0.88924, -1.56911], [0.51522, 0.82727, -2.50742], [1.43320, -0.66179, -2.23354]]
}

3.
{
  "formula": "C21H31BN3O9",
  "method": "ωB97M-V with the def2-TZVPD basis set",
  "homo_ha": -0.16689,
  "e_lumo_ha": 0.007,
  "homo_lumo_gap_ev": 4.74,
  "total_charge": -1,
  "symbols": ["C", "C", "C", "O", "C", "B", "C", "C", "C", "C", "N", "C", "N", "N", "H", "H", "H", "H", "H", "H", "H", "H", "H", "H", "H", "H", "H", "H", "H", "H", "H", "H", "H", "H", "H", "H", "H", "C", "C", "C", "O", "C", "C", "C", "O", "O", "O", "H", "H", "H", "H", "C", "C", "C", "O", "C", "C", "C", "O", "O", "O", "H", "H", "H", "H"],
  "coordinates": [[2.90260, -2.01368, -2.29688], [1.52685, -2.62722, -2.03856], [0.43088, -1.95725, -2.85138], [0.30844, -0.62966, -2.44229], [-1.04317, -0.11214, -2.27366], [-1.47460, 0.17271, -0.71337], [-3.06863, -0.13280, -0.49829], [-3.99850, 0.76820, -1.31615], [-5.48024, 0.36486, -1.27686], [-5.87174, -0.51411, -2.45409], [-7.33098, -0.69042, -2.54908], [-7.82718, -1.69742, -3.37564], [-8.67170, -1.43127, -4.28671], [-7.41603, -3.04289, -3.06960], [3.04314, -1.11439, -1.69700], [3.01309, -1.73115, -3.34705], [3.70367, -2.71916, -2.05894], [1.53698, -3.70276, -2.24691], [1.25825, -2.49848, -0.98746], [-0.51560, -2.49945, -2.72522], [0.68911, -2.00900, -3.92725], [-1.73116, -0.83088, -2.75614], [-1.07844, 0.79185, -2.89862], [-1.24025, 1.35180, -0.40490], [-0.80401, -0.56367, 0.02212], [-3.33468, -0.01512, 0.56278], [-3.29602, -1.18553, -0.74701], [-3.65937, 0.77238, -2.36066], [-3.88140, 1.79760, -0.96443], [-5.66297, -0.19896, -0.35671], [-6.15098, 1.23201, -1.24703], [-5.47816, -0.09575, -3.38880], [-5.41571, -1.49809, -2.32901], [-7.77280, 0.17393, -2.84110], [-8.99780, -2.30432, -4.69353], [-7.58879, -3.19531, -2.07937], [-6.41153, -3.14168, -3.17528], [6.35839, -0.56785, 0.77805], [6.07118, -1.80371, 0.34210], [5.27718, -2.80143, 1.16806], [5.09914, -3.89266, 0.65348], [4.79459, -2.40120, 2.46361], [5.04084, -1.15027, 2.88652], [5.86952, -0.16393, 2.07420], [6.08120, 0.92280, 2.58562], [4.59772, -0.66532, 4.03025], [6.43646, -2.27457, -0.83634], [6.91718, 0.14548, 0.18944], [4.20597, -3.10221, 3.03778], [4.78605, 0.29480, 4.02585], [6.05332, -3.17504, -0.88980], [1.43689, 2.80343, 4.28512], [0.76072, 3.95408, 4.43459], [1.37360, 5.31638, 4.13568], [0.64451, 6.27656, 4.32190], [2.73440, 5.38775, 3.66781], [3.41075, 4.23854, 3.51192], [2.79573, 2.88033, 3.82480], [3.54250, 1.93267, 3.64515], [4.65590, 4.15962, 3.08345], [-0.48684, 4.03276, 4.85537], [1.00286, 1.83436, 4.48440], [3.16112, 6.35594, 3.44935], [4.87872, 3.20313, 3.03978], [-0.71019, 4.98678, 4.84191]]
}

4.
{
  "formula": "C21H31BaCl2OSSb",
  "method": "ωB97M-V with the def2-TZVPD basis set",
  "relative_energy_kcal_mol": 17.3,
  "homo_ha": -0.51401,
  "e_lumo_ha": -0.217,
  "homo_lumo_gap_ev": 8.09,
  "total_charge": 2,
  "symbols": ["Ba", "Cl", "C", "Cl", "H", "H", "O", "S", "C", "C", "C", "C", "C", "C", "C", "C", "C", "C", "C", "C", "C", "C", "H", "H", "H", "H", "H", "H", "H", "H", "H", "H", "H", "H", "H", "H", "C", "C", "Sb", "C", "C", "C", "C", "H", "H", "H", "H", "H", "H", "H", "H", "H", "H", "H", "H", "H", "H", "H"],
  "coordinates": [[-0.56180, 1.41726, 0.27137], [-0.18180, 2.71460, 3.26742], [0.10915, 4.39965, 2.75766], [0.27662, 4.51177, 0.98269], [1.03337, 4.73891, 3.20902], [-0.73772, 5.00317, 3.06013], [1.45719, 0.47102, 0.85542], [2.60717, -0.21325, 1.66569], [2.35851, -1.97453, 1.36955], [3.40478, -2.78184, 2.08942], [4.14348, -3.72994, 1.39033], [5.09660, -4.49426, 2.04821], [5.32314, -4.30733, 3.40331], [4.58369, -3.36618, 4.10814], [3.62341, -2.61021, 3.45565], [4.10845, 0.11519, 0.69730], [3.90880, -0.03056, -0.77907], [3.34403, 1.01298, -1.51106], [3.14838, 0.88663, -2.87806], [3.51865, -0.28515, -3.52646], [4.10264, -1.31820, -2.80808], [4.29958, -1.19012, -1.44012], [2.36851, -2.12631, 0.28921], [1.35338, -2.15871, 1.75708], [3.95611, -3.89221, 0.33564], [5.65803, -5.23964, 1.50140], [6.06789, -4.90263, 3.91360], [4.74778, -3.22900, 5.16812], [3.03391, -1.89333, 4.01667], [4.85398, -0.56373, 1.11521], [4.37233, 1.13542, 0.97944], [3.10650, 1.94727, -1.01317], [2.74023, 1.71219, -3.44686], [3.38097, -0.37927, -4.59514], [4.42432, -2.21728, -3.31617], [4.78776, -1.98340, -0.88619], [-6.74439, 2.01569, -0.21006], [-5.51654, 1.54626, 0.56772], [-3.85983, 0.95132, -0.67349], [-4.30826, 1.97792, -2.50229], [-3.94242, 3.45791, -2.43818], [-4.37712, -1.07172, -1.18415], [-5.83288, -1.27291, -1.59467], [-7.55367, 2.25826, 0.47949], [-7.11520, 1.25285, -0.89077], [-6.53671, 2.91283, -0.79175], [-5.74290, 0.67397, 1.18316], [-5.15845, 2.32808, 1.23673], [-5.37166, 1.83748, -2.69019], [-3.76707, 1.46410, -3.29767], [-4.45498, 3.97229, -1.62496], [-4.21774, 3.96115, -3.36535], [-2.86771, 3.60650, -2.29980], [-4.12811, -1.68524, -0.31726], [-3.69883, -1.35832, -1.99008], [-6.51304, -1.04701, -0.77460], [-6.00609, -2.31026, -1.88224], [-6.10436, -0.65008, -2.44691]]
}

Repeat the fourth record exactly.
{
  "formula": "C21H31BaCl2OSSb",
  "method": "ωB97M-V with the def2-TZVPD basis set",
  "relative_energy_kcal_mol": 17.3,
  "homo_ha": -0.51401,
  "e_lumo_ha": -0.217,
  "homo_lumo_gap_ev": 8.09,
  "total_charge": 2,
  "symbols": ["Ba", "Cl", "C", "Cl", "H", "H", "O", "S", "C", "C", "C", "C", "C", "C", "C", "C", "C", "C", "C", "C", "C", "C", "H", "H", "H", "H", "H", "H", "H", "H", "H", "H", "H", "H", "H", "H", "C", "C", "Sb", "C", "C", "C", "C", "H", "H", "H", "H", "H", "H", "H", "H", "H", "H", "H", "H", "H", "H", "H"],
  "coordinates": [[-0.56180, 1.41726, 0.27137], [-0.18180, 2.71460, 3.26742], [0.10915, 4.39965, 2.75766], [0.27662, 4.51177, 0.98269], [1.03337, 4.73891, 3.20902], [-0.73772, 5.00317, 3.06013], [1.45719, 0.47102, 0.85542], [2.60717, -0.21325, 1.66569], [2.35851, -1.97453, 1.36955], [3.40478, -2.78184, 2.08942], [4.14348, -3.72994, 1.39033], [5.09660, -4.49426, 2.04821], [5.32314, -4.30733, 3.40331], [4.58369, -3.36618, 4.10814], [3.62341, -2.61021, 3.45565], [4.10845, 0.11519, 0.69730], [3.90880, -0.03056, -0.77907], [3.34403, 1.01298, -1.51106], [3.14838, 0.88663, -2.87806], [3.51865, -0.28515, -3.52646], [4.10264, -1.31820, -2.80808], [4.29958, -1.19012, -1.44012], [2.36851, -2.12631, 0.28921], [1.35338, -2.15871, 1.75708], [3.95611, -3.89221, 0.33564], [5.65803, -5.23964, 1.50140], [6.06789, -4.90263, 3.91360], [4.74778, -3.22900, 5.16812], [3.03391, -1.89333, 4.01667], [4.85398, -0.56373, 1.11521], [4.37233, 1.13542, 0.97944], [3.10650, 1.94727, -1.01317], [2.74023, 1.71219, -3.44686], [3.38097, -0.37927, -4.59514], [4.42432, -2.21728, -3.31617], [4.78776, -1.98340, -0.88619], [-6.74439, 2.01569, -0.21006], [-5.51654, 1.54626, 0.56772], [-3.85983, 0.95132, -0.67349], [-4.30826, 1.97792, -2.50229], [-3.94242, 3.45791, -2.43818], [-4.37712, -1.07172, -1.18415], [-5.83288, -1.27291, -1.59467], [-7.55367, 2.25826, 0.47949], [-7.11520, 1.25285, -0.89077], [-6.53671, 2.91283, -0.79175], [-5.74290, 0.67397, 1.18316], [-5.15845, 2.32808, 1.23673], [-5.37166, 1.83748, -2.69019], [-3.76707, 1.46410, -3.29767], [-4.45498, 3.97229, -1.62496], [-4.21774, 3.96115, -3.36535], [-2.86771, 3.60650, -2.29980], [-4.12811, -1.68524, -0.31726], [-3.69883, -1.35832, -1.99008], [-6.51304, -1.04701, -0.77460], [-6.00609, -2.31026, -1.88224], [-6.10436, -0.65008, -2.44691]]
}